Entry 1:
Here is C64H51N9O2ReSSi as an isolated structure from OMol25. Energies are from ωB97M-V/def2-TZVPD.

Last column: Löwdin charge in e.
Element x y z (Å)
Re -1.512 -0.222 0.385  1.442
S -0.906 -2.718 2.295  1.032
Si -0.782 -2.774 -1.877  0.982
O -0.979 -2.411 0.787  -0.711
O 7.551 8.825 -0.247  -0.057
N -1.474 1.881 0.314  -0.074
N 0.475 0.168 -0.011  -0.082
N 3.585 3.906 -0.262  0.188
N -3.437 -0.901 3.189  0.160
N -1.445 0.297 2.735  0.025
N -2.902 0.502 -1.766  0.087
N -4.524 -1.187 -1.393  0.185
N -3.459 -0.856 0.772  -0.030
N 2.007 5.435 0.069  0.198
C 2.617 -5.767 -0.581  -0.055
C 2.772 -0.372 -0.505  -0.012
C 2.398 3.290 -0.146  -0.173
C 0.187 -2.300 -4.466  -0.105
C 5.273 8.397 -0.165  0.015
C 1.367 4.225 0.068  -0.112
C -2.663 0.631 4.775  0.021
C 3.148 0.953 -0.487  0.049
C -2.921 -3.778 -3.435  -0.087
C 2.158 1.897 -0.217  -0.064
C 3.125 -0.974 3.591  -0.244
C -6.399 -2.975 0.120  -0.008
C 1.924 -3.715 -1.620  -0.115
C 6.586 7.903 -0.219  -0.268
C -3.831 -1.296 2.027  -0.312
C -0.574 -4.502 2.387  -0.179
C -3.963 0.801 -4.328  -0.030
C -4.292 -4.910 -1.309  -0.074
C 1.289 -6.083 -0.342  -0.075
C 3.347 5.195 -0.125  -0.238
C 1.895 -2.440 2.114  -0.073
C 0.826 1.487 -0.010  -0.163
C -3.907 -0.285 -2.185  -0.330
C 6.795 6.520 -0.232  0.004
C 8.902 8.414 -0.261  -0.061
C 0.729 -2.157 2.806  -0.372
C -1.713 1.512 5.225  -0.030
C -1.093 4.667 0.437  0.033
C -0.227 2.425 0.190  -0.159
C 1.955 -0.761 4.319  -0.019
C 1.450 -0.712 -0.247  -0.151
C 0.578 -4.002 -1.355  -0.259
C -2.955 1.644 -3.866  -0.042
C 4.392 -0.302 4.009  -0.030
C 0.861 -0.208 -5.435  -0.058
C 3.082 -1.843 2.503  -0.018
C 4.199 7.547 -0.121  -0.018
C 0.677 -1.579 -5.539  -0.059
C 2.927 -4.583 -1.231  -0.068
C -3.187 -4.117 -1.072  -0.126
C -2.512 0.021 3.510  -0.345
C 5.716 5.671 -0.200  -0.010
C 0.567 0.433 -4.244  -0.069
C -4.698 -5.160 -2.610  -0.051
C -0.124 -1.664 -3.262  -0.276
C -5.300 -2.265 0.566  -0.116
C -5.690 -2.917 2.866  0.008
C -2.496 2.714 0.512  -0.101
C -4.957 -2.224 1.920  -0.101
C 4.406 6.163 -0.148  -0.167
C -0.522 1.145 3.193  -0.164
C -4.024 -4.574 -3.669  -0.058
C -6.792 -3.638 2.418  -0.048
C -2.467 -3.564 -2.131  -0.274
C -4.362 -1.389 -0.135  -0.292
C 0.016 3.829 0.239  -0.058
C 0.078 -0.291 -3.172  -0.130
C -4.441 -0.168 -3.481  0.017
C 0.280 -5.216 -0.729  -0.107
C 0.766 -1.344 3.929  -0.095
C -7.142 -3.663 1.071  -0.048
C -2.341 4.094 0.584  -0.013
C -0.604 1.770 4.416  -0.047
C -2.466 1.450 -2.591  -0.163
H -1.457 -5.039 2.057  0.063
H 1.161 -1.750 -0.239  0.051
H 2.178 -2.806 -2.148  0.098
H -0.133 -1.191 4.508  0.111
H 3.405 -6.441 -0.283  0.115
H -8.015 -4.218 0.757  0.114
H 5.148 9.467 -0.160  0.126
H 4.378 0.756 3.744  0.092
H 9.145 7.836 0.634  0.101
H -5.531 -5.818 -2.800  0.114
H 4.158 1.284 -0.667  0.129
H -6.670 -2.978 -0.924  0.122
H -7.408 -4.172 3.126  0.112
H 5.258 -0.761 3.542  0.084
H -0.750 -5.493 -0.559  0.102
H 0.049 -3.367 -4.554  0.108
H 1.588 6.346 0.149  0.161
H -1.695 2.102 -2.208  0.103
H -5.249 -0.827 -3.746  0.119
H -2.555 2.432 -4.481  0.112
H 3.486 -1.148 -0.723  0.118
H -5.415 -2.889 3.909  0.117
H -2.875 -3.915 -0.057  0.086
H -2.392 -3.340 -4.270  0.095
H -3.538 0.384 5.353  0.123
H 3.986 -2.064 1.953  0.123
H 3.204 7.961 -0.074  0.108
H -3.211 4.713 0.728  0.121
H -3.476 2.264 0.592  0.123
H 1.042 -7.013 0.143  0.115
H 0.295 -4.790 1.805  0.038
H 0.184 2.428 4.741  0.114
H -4.374 0.916 -5.318  0.118
H -0.163 0.216 -2.253  0.047
H 0.713 1.499 -4.145  0.109
H 9.127 7.834 -1.159  0.100
H 4.507 -0.360 5.089  0.091
H -4.830 -5.341 -0.479  0.112
H -1.806 1.973 6.195  0.120
H 1.235 0.357 -6.275  0.112
H 0.905 -2.086 -6.464  0.113
H 0.338 1.309 2.558  0.112
H 3.954 -4.340 -1.448  0.111
H 9.489 9.329 -0.265  0.100
H -4.342 -4.757 -4.684  0.113
H 1.969 -0.117 5.187  0.126
H 1.896 -3.126 1.282  0.105
H -0.401 -4.706 3.439  0.074
H 7.787 6.102 -0.269  0.109
H 5.853 4.602 -0.207  0.110
H -0.978 5.739 0.454  0.124

Results
Total charge ... +2
Electronic energy ... -105534.514 eV
2S+1 ... 2
Gap between HOMO and LUMO (alpha / beta) ... 0.219 / 0.207 Eh
Highest occupied orbital energy (alpha / beta) ... -11.51 / -11.25 eV



Entry 2:
Here is an isolated molecule of C4H7NO from OMol25. Energies are from ωB97M-V/def2-TZVPD.

Last column: Löwdin charge in e.
Element x y z (Å)
O 2.764 -1.607 -0.259  0.014
N 1.119 -0.161 0.380  0.052
C 1.749 -0.990 -0.500  -0.359
C -1.205 0.012 -0.586  -0.114
C -0.013 0.656 0.064  -0.318
C -1.279 0.447 0.847  -0.107
H -1.157 -1.055 -0.781  0.102
H 1.218 -1.057 -1.466  0.136
H 1.600 -0.010 1.256  0.149
H -1.257 -0.335 1.599  0.105
H 0.216 1.678 -0.236  0.140
H -1.745 0.584 -1.335  0.102
H -1.877 1.316 1.103  0.099

Results
Electronic energy ... -7798.406 eV
Energy above the lowest of the compared OMol25 structures with the same formula, charge and spin ... 1.238 eV
Gap between HOMO and LUMO ... 0.395 Eh
Structure (SMILES) ... O=CNC1CC1
Highest occupied orbital energy ... -9.71 eV



Entry 3:
Here is a 7-piece molecular cluster, C34H67BClNO9 overall from OMol25. Energies are from ωB97M-V/def2-TZVPD.

Last column: Löwdin charge in e.
Element x y z (Å)
Cl 6.996 -0.489 -2.843  0.677
O 3.606 -4.446 -7.241  -0.198
O -3.330 -3.918 0.585  -0.168
O 7.373 1.817 -6.101  0.107
O 4.642 5.340 0.515  -0.155
O -3.857 0.106 2.225  -0.161
O -4.470 -1.292 7.883  -0.155
O -5.312 5.045 3.005  -0.142
O -1.395 -0.443 -3.012  -0.136
O 3.072 0.882 -2.061  0.138
N 6.049 2.028 -4.195  0.091
C -6.230 4.686 1.971  -0.207
C 6.598 1.348 -5.309  -0.438
C 4.706 -3.914 -7.961  -0.250
C -3.328 -1.806 3.509  -0.160
C -3.994 4.620 2.653  -0.205
C 4.643 -2.394 -7.947  -0.176
C -2.454 -5.027 0.372  -0.198
C 4.961 6.692 2.425  -0.171
C 4.982 1.144 -3.688  -0.260
C -4.457 -0.903 9.258  -0.204
C -0.584 1.112 -1.425  -0.162
C -3.211 -6.004 -0.516  -0.167
C -3.734 -1.319 2.126  -0.207
C 5.553 -0.253 -3.913  -0.543
C 6.064 -0.104 -5.355  -0.269
C -1.528 0.138 -0.725  -0.166
C 3.923 -5.601 -6.497  -0.116
C -4.002 -0.773 4.413  -0.165
C 4.978 2.215 -1.095  0.013
C -4.079 -5.057 -1.343  -0.165
C 3.621 5.970 2.550  -0.170
C -5.384 4.275 0.773  -0.167
C 3.360 5.561 1.106  -0.207
C -3.835 0.502 3.598  -0.210
C -4.341 -2.710 7.776  -0.211
C -4.439 -3.995 -0.313  -0.209
C 4.602 -1.837 -6.517  -0.187
C 5.007 -0.343 -6.434  -0.139
C -4.151 3.690 1.457  -0.165
C -4.625 -2.185 10.064  -0.170
C 5.666 5.848 1.371  -0.205
C -0.249 0.346 -2.697  -0.218
C -3.939 -3.207 9.159  -0.170
C -2.298 -0.445 -1.902  -0.195
B 4.319 1.430 -2.272  -0.476
H 5.869 2.782 -1.369  0.060
H 4.114 0.260 -6.252  0.114
H -0.954 -0.646 -0.226  0.117
H -4.188 -2.116 11.058  0.110
H -0.028 1.000 -3.544  0.117
H -2.855 -3.150 9.282  0.114
H -5.110 5.152 0.182  0.112
H 2.769 4.647 1.021  0.113
H -2.872 0.984 3.807  0.120
H 5.651 -4.237 -7.501  0.120
H -5.897 3.570 0.120  0.111
H -2.549 -6.627 -1.115  0.111
H -6.850 3.854 2.321  0.116
H -4.249 -4.235 9.343  0.111
H -4.956 -5.532 -1.779  0.112
H -1.111 2.038 -1.668  0.114
H 5.518 6.748 3.359  0.110
H -3.396 5.502 2.396  0.115
H 0.302 1.365 -0.845  0.108
H 6.196 5.005 1.828  0.117
H -2.180 0.603 0.014  0.103
H -2.637 -1.468 -1.725  0.107
H 2.645 0.699 -2.908  0.085
H -5.061 -1.009 4.531  0.119
H -5.257 -0.182 9.428  0.117
H 4.250 2.914 -0.670  0.059
H 4.808 7.709 2.057  0.113
H -2.179 -5.450 1.340  0.117
H 5.249 -2.438 -5.868  0.114
H -4.702 -1.734 1.828  0.117
H 3.727 5.086 3.181  0.113
H -3.005 -1.562 1.357  0.095
H -4.356 2.672 1.792  0.091
H -3.563 -0.700 5.407  0.101
H -1.543 -4.669 -0.120  0.118
H -3.841 -6.659 0.090  0.113
H -3.168 0.171 -2.151  0.120
H 4.692 -4.297 -8.989  0.123
H 0.605 -0.323 -2.537  0.107
H -6.879 5.538 1.766  0.114
H -5.305 -3.131 7.469  0.119
H -4.606 -3.010 -0.752  0.111
H -5.334 -4.277 0.253  0.119
H -3.644 -2.831 3.697  0.110
H 5.431 -0.024 -7.390  0.120
H 2.986 -6.026 -6.131  0.087
H 3.582 -1.945 -6.143  0.115
H 4.918 -1.102 -3.670  0.112
H 4.419 -6.355 -7.122  0.088
H 5.226 1.499 -0.301  0.081
H -3.537 4.134 3.516  0.112
H 6.376 6.417 0.771  0.116
H 4.189 1.284 -4.437  0.138
H -3.603 -2.941 7.007  0.112
H -4.629 1.230 3.768  0.114
H -3.501 -0.418 9.481  0.117
H 5.542 -2.015 -8.445  0.117
H -2.243 -1.755 3.625  0.116
H 6.764 2.278 -3.524  0.122
H 4.556 -5.358 -5.635  0.087
H -3.266 3.667 0.823  0.111
H 2.848 6.357 0.555  0.117
H 3.753 -2.067 -8.494  0.122
H -3.491 -4.617 -2.152  0.113
H -5.684 -2.429 10.172  0.113
H 2.825 6.589 2.961  0.111
H 6.923 -0.746 -5.572  0.144

Results
Electronic energy ... -69459.974 eV
Energy above the lowest of the compared OMol25 structures with the same formula, charge and spin ... 0.000 eV
Gap between HOMO and LUMO ... 0.356 Eh
Structure (SMILES) ... COCCCC[C@H]1C(=O)N[C@H](B(C)O)[C@@H]1Cl.C1CCOC1.C1CCOC1.C1CCOC1.C1CCOC1.C1CCOC1.C1CCOC1
Highest occupied orbital energy ... -9.28 eV



Entry 4:
Here is an isolated molecule of C22H29N3O5S from OMol25. Energies are from ωB97M-V/def2-TZVPD.

Last column: Löwdin charge in e.
Element x y z (Å)
S 0.978 2.637 0.269  0.979
O 0.521 2.613 -1.131  -0.538
O 3.440 -0.809 -1.338  0.121
O -2.248 1.521 1.778  0.061
O -6.924 -1.050 0.497  0.091
O -5.365 -2.599 -0.045  -0.015
N -2.090 2.282 -0.365  0.104
N -5.214 -0.521 -0.887  -0.037
N 3.366 0.057 0.692  0.187
C 1.018 0.856 0.811  -0.223
C -2.821 -0.034 -0.856  -0.108
C 5.506 -0.921 -0.083  -0.099
C -5.636 -3.381 2.250  -0.062
C 6.261 -0.655 1.071  -0.207
C -4.490 1.732 -0.277  -0.109
C 7.420 -1.964 -1.120  -0.082
C -5.909 -1.358 -0.083  -0.534
C 5.671 0.041 2.252  -0.054
C -3.948 -0.842 -1.502  -0.130
C 6.098 -1.574 -1.166  -0.018
C -5.571 0.879 -0.939  -0.129
C -6.037 -3.540 0.790  -0.222
C 2.185 -0.342 -1.147  -0.232
C 2.135 0.187 0.115  -0.294
C -3.140 1.463 -0.948  -0.292
C 8.170 -1.705 0.015  -0.079
C 7.589 -1.058 1.091  -0.045
C -0.532 3.101 1.248  -0.219
C 1.175 -0.466 -2.226  0.007
C 4.114 -0.539 -0.193  -0.260
C -1.717 2.206 0.928  -0.567
H -4.012 -0.595 -2.569  0.131
H -1.877 -0.248 -1.361  0.105
H -4.417 1.475 0.780  0.119
H -0.277 3.031 2.302  0.098
H -0.748 4.134 0.981  0.097
H -6.115 -4.152 2.846  0.076
H -5.952 -2.406 2.612  0.075
H 5.295 1.020 1.962  0.080
H -5.690 1.171 -1.989  0.129
H 6.412 0.155 3.039  0.075
H 1.189 0.862 1.884  0.107
H 0.440 -1.234 -1.979  0.084
H -3.203 1.752 -2.004  0.155
H 8.182 -0.860 1.973  0.109
H 1.669 -0.741 -3.154  0.089
H -4.746 2.788 -0.362  0.123
H -4.557 -3.466 2.356  0.076
H 7.865 -2.468 -1.965  0.102
H -3.764 -1.910 -1.398  0.124
H 9.206 -2.007 0.062  0.102
H 0.664 0.485 -2.358  0.068
H -5.741 -4.518 0.403  0.121
H -2.733 -0.309 0.196  0.121
H 4.821 -0.520 2.632  0.080
H -6.526 0.996 -0.424  0.124
H 0.058 0.407 0.566  0.094
H -1.397 2.663 -1.003  0.105
H -7.118 -3.406 0.680  0.120
H 5.504 -1.771 -2.046  0.114

Results
Electronic energy ... -48828.979 eV
Energy above the lowest of the compared OMol25 structures with the same formula, charge and spin ... 0.473 eV
Gap between HOMO and LUMO ... 0.324 Eh
Highest occupied orbital energy ... -8.24 eV



Entry 5:
Here is an isolated molecule of C3H5N3OS from OMol25. Energies are from ωB97M-V/def2-TZVPD.

Last column: Löwdin charge in e.
Element x y z (Å)
S 2.390 -0.390 -0.449  0.469
O 0.202 -1.526 0.806  -0.094
N -2.503 -1.021 -0.160  0.144
N -1.389 1.104 -0.073  0.087
N 0.642 1.813 0.455  0.114
C -2.413 0.271 -0.348  -0.195
C -0.137 0.808 0.088  -0.351
C 0.744 -0.594 0.198  -0.831
H -3.271 -1.714 -0.596  0.199
H -1.622 -1.469 0.207  0.095
H -3.389 0.785 -0.642  0.147
H 1.635 1.764 0.357  0.017
H 0.372 2.898 0.236  0.199

Results
Electronic energy ... -20543.539 eV
Energy above the lowest of the compared OMol25 structures with the same formula, charge and spin ... 2.121 eV
Gap between HOMO and LUMO ... 0.259 Eh
Highest occupied orbital energy ... -7.80 eV



Entry 6:
Here is C4H11N2O as an isolated structure from OMol25. Energies are from ωB97M-V/def2-TZVPD.

Last column: Löwdin charge in e.
Element x y z (Å)
O 1.621 0.427 -2.716  -0.390
N 0.520 -0.176 2.479  0.056
N -1.870 -0.372 0.832  -0.002
C 0.172 -1.323 -1.749  -0.149
C -0.087 0.912 2.031  -0.315
C 1.197 -0.146 -1.573  -0.625
C -1.239 0.963 1.035  -0.266
H -2.720 -0.443 1.381  0.050
H 0.017 -1.845 -0.801  0.027
H 0.733 -1.985 -2.409  0.046
H -0.067 1.792 2.719  0.096
H -0.749 -0.881 -2.126  0.046
H -0.957 1.376 0.070  0.087
H 2.054 -0.599 -1.027  0.063
H 0.682 0.587 -0.878  0.046
H -1.979 1.645 1.440  0.096
H 0.709 0.116 1.360  0.101
H -1.229 -0.989 1.329  0.034

Results
Total charge ... -1
Electronic energy ... -9349.552 eV
Energy above the lowest of the compared OMol25 structures with the same formula, charge and spin ... 4.938 eV
Gap between HOMO and LUMO ... 0.206 Eh
Highest occupied orbital energy ... -2.19 eV



Computed molecular weight, in the same sequence as the records: 1224.533; 85.106; 680.173; 447.557; 131.160; 103.145 g/mol.
Computed F_max, in the same sequence as the records: 2.2; 0.2; 0.7; 1.6; 5.0; 4.3 eV Å⁻¹.